(1)
The following is a quantum chemistry calculation of a 43-piece molecular cluster, C9H100ClNO42P overall in a non-equilibrium geometry, from OMol25.

```
154
Properties=species:S:1:pos:R:3:lowdin_charge:R:1
Cl 2.611 1.203 -1.068 0.5917
P -0.664 0.958 -1.570 0.4063
O 5.267 0.687 -6.537 -0.0623
O 2.013 4.672 -1.942 -0.0725
O -3.358 8.009 -0.458 -0.0633
O 6.860 4.040 2.719 -0.0421
O 4.863 5.252 0.677 -0.0661
O 4.646 7.629 1.878 -0.0521
O 4.689 2.256 1.511 -0.0728
O -4.935 3.997 4.031 -0.0775
O -5.932 -6.394 -6.035 -0.0794
O 6.607 -0.919 0.992 -0.0618
O -0.584 -6.304 0.586 -0.0692
O -4.095 -3.839 2.724 -0.0407
O -3.257 5.567 1.106 -0.0567
O 0.788 2.147 -8.118 -0.0535
O 3.845 -2.150 1.399 -0.0553
O -3.673 -8.941 0.706 -0.0516
O -0.477 1.622 -5.580 -0.0724
O -6.989 -3.130 -2.132 -0.0617
O -4.924 -5.724 -0.739 -0.0497
O -0.841 -10.600 1.215 -0.0593
O -1.941 4.246 3.617 -0.0517
O -3.721 -5.281 -4.216 -0.0508
O -6.158 -5.381 4.792 -0.0599
O -2.217 4.346 6.588 -0.0419
O -3.712 -7.849 -2.871 -0.0429
O 6.583 3.734 6.614 -0.0615
O 0.718 4.165 4.646 -0.0578
O 5.627 2.457 -3.026 -0.0629
O 0.161 2.231 2.058 -0.0562
O -2.923 -6.727 2.439 -0.0494
O 2.194 5.359 1.999 -0.0571
O 3.470 0.187 6.374 -0.0638
O -7.614 -5.724 -8.854 -0.0524
O 6.139 3.509 -5.746 -0.0468
O 3.310 3.516 6.429 -0.0495
O 6.969 0.939 7.533 -0.0491
O 5.102 6.270 -6.821 -0.0602
O -2.188 -1.433 3.621 -0.0505
O -0.301 -4.018 2.884 -0.0480
O 3.150 1.454 -4.640 -0.0602
O -6.185 7.043 -1.885 -0.0585
O -3.939 -8.109 4.773 -0.0579
N -1.649 -1.422 -0.419 0.0495
C 0.554 0.010 -2.702 -0.3579
C -1.798 -0.638 -1.557 -0.3679
C -3.538 -2.022 -2.860 -0.0653
C -2.469 -2.530 -0.566 -0.1670
C 1.986 -0.204 -2.074 -0.7059
C 2.136 -1.531 -1.208 -0.1472
C -2.667 -0.818 -2.738 -0.0675
C -1.929 1.931 -0.469 -0.3120
C -3.371 -2.936 -1.655 -0.0922
H 3.135 5.575 1.997 -0.0032
H -2.483 -6.746 3.300 0.0708
H -5.668 -5.871 -0.144 0.0544
H 0.123 2.182 -1.606 -0.0389
H -6.917 -4.847 5.047 0.0314
H 7.269 -1.402 1.496 0.0304
H 1.635 1.973 -7.690 0.0360
H -1.610 -10.044 1.037 0.0003
H -8.570 -5.826 -8.804 0.0385
H -3.820 -8.203 -3.762 0.0573
H 5.476 5.415 -6.570 -0.0130
H 0.498 -3.571 2.585 0.0405
H 6.059 3.173 -6.650 0.0607
H -3.892 -7.662 3.915 -0.0074
H 3.735 -2.491 2.294 0.0522
H 4.608 0.779 -5.830 -0.0031
H -3.024 -8.455 1.230 0.0004
H 6.213 4.140 3.429 0.0538
H -2.491 2.692 -1.099 0.0265
H -3.350 8.476 -1.301 0.0445
H 2.712 -0.333 -2.935 0.0771
H 3.073 1.597 -3.684 0.0045
H 5.684 2.923 -3.871 -0.0148
H 1.915 -1.335 -0.126 0.0477
H -0.583 1.284 -6.476 0.0178
H -6.049 -2.914 -2.072 -0.0021
H 0.664 3.097 -8.012 0.0497
H -1.794 4.380 4.562 0.0037
H -6.766 7.163 -1.127 0.0350
H -3.701 6.422 1.143 0.0133
H -4.184 -2.203 -3.754 0.0859
H 5.620 2.498 1.595 0.0072
H -4.744 -6.601 -1.109 0.0106
H 3.643 1.129 6.507 0.0022
H 5.536 5.885 0.939 0.0140
H -2.670 -0.046 -3.545 0.0865
H -3.770 -9.033 4.564 0.0347
H -2.773 -7.634 -2.816 0.0609
H -0.863 -3.304 3.205 0.0021
H -1.346 4.601 6.914 0.0445
H 2.700 5.295 -1.677 0.0223
H 6.093 0.952 -6.119 0.0177
H -7.313 -6.540 -9.269 0.0396
H 0.548 0.516 -3.710 0.0485
H 5.781 3.217 6.751 0.0044
H 0.459 1.843 -5.523 0.0038
H 0.890 1.963 1.482 0.0304
H 4.614 1.923 0.606 -0.0120
H 0.139 -1.030 -2.896 0.0781
H -3.942 -3.919 -1.599 0.0507
H -2.799 4.469 7.346 0.0479
H -1.399 1.457 -2.732 -0.0230
H 5.808 -1.459 1.075 -0.0084
H -6.097 -5.830 -6.800 0.0075
H -2.949 -0.901 3.878 0.0547
H 0.026 0.527 -0.348 -0.0329
H 3.862 8.132 2.127 0.0526
H 0.720 4.632 3.797 0.0314
H -3.830 -8.365 -0.050 0.0144
H 0.264 -6.033 0.950 0.0255
H 2.029 5.030 1.107 0.0338
H 5.239 4.398 0.918 -0.0008
H 3.239 -1.796 -1.262 0.0655
H 2.585 3.983 5.988 0.0179
H 7.266 3.218 7.052 0.0130
H -5.315 7.294 -1.555 -0.0057
H -1.321 2.548 0.263 -0.0041
H 3.912 4.220 6.697 0.0308
H 5.823 1.540 -3.249 0.0365
H 7.070 3.751 -5.666 0.0727
H 1.580 -2.401 -1.643 0.0804
H -7.094 -3.470 -3.027 0.0320
H 3.555 2.269 -4.961 0.0391
H 3.423 -0.170 7.267 0.0295
H -3.991 4.210 4.044 -0.0135
H -2.772 5.520 1.941 0.0114
H -4.206 -4.190 1.829 0.0352
H -3.377 -5.871 2.424 0.0337
H -1.262 3.612 3.370 0.0138
H -5.747 -4.877 4.080 -0.0009
H 2.373 3.812 -1.694 -0.0323
H -2.633 1.261 0.101 0.0119
H 5.777 6.906 -6.565 0.0316
H 0.054 1.487 2.661 0.0415
H -3.156 -3.615 2.772 0.0199
H -2.420 -3.237 0.319 0.0795
H -1.116 -11.146 1.959 0.0297
H -1.782 -0.931 2.901 0.0445
H 7.772 0.824 8.054 0.0428
H 6.702 0.039 7.312 0.0453
H 0.870 3.244 4.405 0.0392
H 7.690 4.319 3.118 0.0472
H -3.550 -4.346 -4.087 0.0122
H -5.083 3.674 3.136 0.0327
H -3.205 7.083 -0.699 0.0376
H -1.206 -6.163 1.311 -0.0187
H -5.279 -5.904 -5.515 -0.0098
H 3.978 -1.200 1.524 0.0449
H 5.061 8.168 1.195 0.0474
H -3.826 -5.617 -3.317 0.0110
```

Maximum force, hartree/bohr: 0.0999
E_tot, eV: -120250.539
Total charge: -1
2S+1: 1
HOMO-LUMO gap, eV: 4.89
E_HOMO, eV: -3.748
LUMO, eV: 1.1



(2)
The following is a quantum chemistry calculation of C9H25B3FN2O6SSi2 as an isolated structure in a non-equilibrium geometry, from OMol25.

```
49
Properties=species:S:1:pos:R:3:lowdin_charge:R:1
S 0.486 3.053 -4.190 0.6804
Si -0.281 0.162 1.476 0.2017
Si 1.537 -0.527 3.734 0.1996
F -2.763 1.735 -1.992 0.0955
O 1.008 -1.069 -4.195 0.2438
O 0.558 4.017 -3.107 -0.3609
O -1.045 0.093 -4.539 0.2665
O -0.834 3.011 -4.777 -0.3361
O -1.034 -2.138 -3.458 0.2891
O -3.531 1.571 -4.051 0.1862
N 1.078 -2.289 -2.020 0.1968
N 1.254 0.148 2.199 -0.2481
C 3.374 -0.337 4.152 -0.2170
C -0.148 1.003 -0.216 -0.1765
C -1.555 1.145 2.461 -0.2001
C 1.086 1.444 -3.607 -0.1023
C -3.168 1.041 -3.087 -0.4841
C -3.071 -0.505 -3.028 0.0689
C -0.969 -1.569 1.162 -0.1946
C 0.578 0.338 5.112 -0.2078
C 1.159 -2.376 3.813 -0.2082
B -1.657 -0.893 -3.710 -0.4350
B 0.327 -1.869 -3.207 -0.6019
B 0.300 0.157 -4.148 -0.5348
H 0.548 0.454 -0.861 -0.0132
H 1.097 1.376 -2.490 0.0914
H -1.124 1.024 -0.705 0.0074
H 3.582 -0.766 5.140 0.0060
H 2.161 1.381 -3.916 0.1138
H -2.995 -0.862 -1.971 0.1235
H 2.062 -2.376 -2.297 0.0894
H -1.281 -2.055 2.087 0.0047
H -2.460 1.310 1.861 0.0106
H 1.625 -2.902 2.977 0.0187
H -1.861 0.615 3.365 0.0028
H -0.487 0.100 5.075 0.0001
H -3.938 -0.968 -3.544 0.1311
H -1.850 -1.519 0.509 0.0047
H 0.085 -2.572 3.797 0.0001
H 1.378 3.433 -5.181 0.0792
H 3.993 -0.857 3.419 0.0094
H -0.223 -2.199 0.670 0.0121
H 1.093 -1.469 -1.393 0.0762
H 0.949 0.018 6.093 0.0090
H 0.698 1.421 5.044 0.0196
H 0.204 2.031 -0.114 0.0410
H -1.159 2.122 2.743 0.0220
H 1.553 -2.806 4.743 0.0089
H 3.660 0.717 4.172 0.0105
```

Maximum force, hartree/bohr: 0.0556
E_tot, eV: -56351.465
Total charge: -1
2S+1: 1
HOMO-LUMO gap, eV: 5.54
E_HOMO, eV: -3.624
LUMO, eV: 1.9



(3)
The following is a quantum chemistry calculation of C14H28BrCl14N2O6V as an isolated structure in a non-equilibrium geometry, from OMol25.

```
66
Properties=species:S:1:pos:R:3:lowdin_spin:R:1
Br 0.363 -0.228 0.104 0.0071
V 0.213 -1.948 -1.659 1.9760
Cl -2.925 -2.583 6.659 0.0000
Cl 1.652 -2.741 2.827 0.0000
Cl 3.068 2.302 -4.269 0.0000
Cl -1.254 1.973 -2.935 -0.0002
Cl -3.816 2.165 -5.051 0.0000
Cl -2.566 -2.006 -1.942 0.0107
Cl -4.177 0.310 -0.086 0.0001
Cl 2.703 -2.794 -0.467 0.0121
Cl 4.671 0.923 -0.456 0.0002
Cl -0.813 -0.208 5.153 0.0000
Cl 3.534 3.787 3.489 0.0000
Cl -2.475 3.313 3.770 0.0000
Cl -0.811 4.505 1.056 0.0000
Cl 3.646 0.653 4.150 0.0000
O 1.752 -1.219 -3.081 -0.0047
O -0.377 -3.643 -0.500 -0.0247
O -0.631 -5.679 -1.273 0.0195
O -0.127 -3.896 -2.395 -0.0079
O 1.271 -0.423 -5.071 0.0019
O -0.101 -0.980 -3.565 -0.0097
N -0.400 -4.496 -1.359 0.0036
N 1.022 -0.844 -4.003 0.0028
C 2.355 1.380 3.191 -0.0001
C -1.701 -1.558 4.359 0.0000
C -1.873 3.055 1.042 0.0001
C 2.076 2.846 3.591 0.0000
C -1.823 -2.768 5.227 0.0000
C -1.937 2.329 2.395 -0.0001
C 3.307 -2.550 2.188 0.0003
C 3.732 1.811 -1.663 0.0001
C -4.335 -1.967 -1.598 0.0064
C -4.941 -0.570 -1.429 0.0007
C -2.317 3.114 -5.285 0.0000
C -1.061 2.385 -4.703 0.0000
C 4.073 1.395 -3.154 0.0000
C 3.520 -3.457 0.941 0.0046
H 3.533 -1.523 1.902 0.0001
H 3.924 -2.899 3.016 0.0001
H 3.168 -4.473 1.115 0.0001
H -2.814 3.455 0.665 0.0000
H -0.960 1.982 2.730 -0.0001
H -4.797 0.044 -2.318 0.0000
H -2.256 -3.619 4.701 0.0000
H -2.670 -1.192 4.018 0.0000
H 3.786 2.893 -1.544 0.0000
H -1.029 -1.737 3.520 0.0001
H 2.714 1.428 2.163 0.0000
H 1.368 3.363 2.944 0.0000
H 2.710 1.480 -1.482 0.0002
H 1.796 2.881 4.644 0.0000
H -4.558 -2.534 -0.694 0.0001
H -0.867 -3.150 5.584 0.0000
H -6.011 -0.638 -1.233 0.0003
H -2.437 4.093 -4.821 0.0000
H 5.070 1.717 -3.455 0.0000
H -2.204 3.346 -6.344 0.0000
H 1.467 0.764 3.336 -0.0002
H 4.032 0.346 -3.447 0.0000
H -0.919 1.427 -5.202 0.0000
H 4.589 -3.545 0.744 0.0005
H -4.862 -2.429 -2.432 0.0002
H -2.596 1.466 2.307 0.0000
H -1.538 2.415 0.226 0.0002
H -0.139 2.948 -4.845 0.0000
```

Maximum force, hartree/bohr: 0.1390
E_tot, eV: -301276.567
2S+1: 3
HOMO-LUMO gap (alpha / beta), eV: 7.74 / 8.75
E_HOMO (alpha / beta), eV: -10.325 / -10.387
Expectation value of S²: 2.02
LUMO (alpha / beta), eV: -2.6 / -1.6



(4)
The following is a quantum chemistry calculation of C2H2CoFO2 as an isolated structure in a non-equilibrium geometry, from OMol25.

```
8
Properties=species:S:1:pos:R:3:lowdin_spin:R:1
Co 2.173 0.601 -0.490 2.0964
F -1.637 0.645 -0.767 0.0910
O 1.195 -1.018 0.142 0.4271
O 0.404 1.468 -0.270 0.2853
C -0.060 -0.808 0.247 0.5217
C -0.495 0.630 0.015 0.3909
H -0.774 -1.580 -0.100 0.0419
H -0.806 0.063 1.222 0.1457
```

Maximum force, hartree/bohr: 0.0608
E_tot, eV: -46538.908
2S+1: 5
HOMO-LUMO gap (alpha / beta), eV: 4.88 / 6.41
Energy relative to the best compared isomer or geometry (same formula, charge and spin), kcal/mol: 90.4
E_HOMO (alpha / beta), eV: -5.938 / -8.408
Expectation value of S²: 6.02
LUMO (alpha / beta), eV: -1.1 / -2.0



Repeat the third record exactly.
The following is a quantum chemistry calculation of C14H28BrCl14N2O6V as an isolated structure in a non-equilibrium geometry, from OMol25.

```
66
Properties=species:S:1:pos:R:3:lowdin_spin:R:1
Br 0.363 -0.228 0.104 0.0071
V 0.213 -1.948 -1.659 1.9760
Cl -2.925 -2.583 6.659 0.0000
Cl 1.652 -2.741 2.827 0.0000
Cl 3.068 2.302 -4.269 0.0000
Cl -1.254 1.973 -2.935 -0.0002
Cl -3.816 2.165 -5.051 0.0000
Cl -2.566 -2.006 -1.942 0.0107
Cl -4.177 0.310 -0.086 0.0001
Cl 2.703 -2.794 -0.467 0.0121
Cl 4.671 0.923 -0.456 0.0002
Cl -0.813 -0.208 5.153 0.0000
Cl 3.534 3.787 3.489 0.0000
Cl -2.475 3.313 3.770 0.0000
Cl -0.811 4.505 1.056 0.0000
Cl 3.646 0.653 4.150 0.0000
O 1.752 -1.219 -3.081 -0.0047
O -0.377 -3.643 -0.500 -0.0247
O -0.631 -5.679 -1.273 0.0195
O -0.127 -3.896 -2.395 -0.0079
O 1.271 -0.423 -5.071 0.0019
O -0.101 -0.980 -3.565 -0.0097
N -0.400 -4.496 -1.359 0.0036
N 1.022 -0.844 -4.003 0.0028
C 2.355 1.380 3.191 -0.0001
C -1.701 -1.558 4.359 0.0000
C -1.873 3.055 1.042 0.0001
C 2.076 2.846 3.591 0.0000
C -1.823 -2.768 5.227 0.0000
C -1.937 2.329 2.395 -0.0001
C 3.307 -2.550 2.188 0.0003
C 3.732 1.811 -1.663 0.0001
C -4.335 -1.967 -1.598 0.0064
C -4.941 -0.570 -1.429 0.0007
C -2.317 3.114 -5.285 0.0000
C -1.061 2.385 -4.703 0.0000
C 4.073 1.395 -3.154 0.0000
C 3.520 -3.457 0.941 0.0046
H 3.533 -1.523 1.902 0.0001
H 3.924 -2.899 3.016 0.0001
H 3.168 -4.473 1.115 0.0001
H -2.814 3.455 0.665 0.0000
H -0.960 1.982 2.730 -0.0001
H -4.797 0.044 -2.318 0.0000
H -2.256 -3.619 4.701 0.0000
H -2.670 -1.192 4.018 0.0000
H 3.786 2.893 -1.544 0.0000
H -1.029 -1.737 3.520 0.0001
H 2.714 1.428 2.163 0.0000
H 1.368 3.363 2.944 0.0000
H 2.710 1.480 -1.482 0.0002
H 1.796 2.881 4.644 0.0000
H -4.558 -2.534 -0.694 0.0001
H -0.867 -3.150 5.584 0.0000
H -6.011 -0.638 -1.233 0.0003
H -2.437 4.093 -4.821 0.0000
H 5.070 1.717 -3.455 0.0000
H -2.204 3.346 -6.344 0.0000
H 1.467 0.764 3.336 -0.0002
H 4.032 0.346 -3.447 0.0000
H -0.919 1.427 -5.202 0.0000
H 4.589 -3.545 0.744 0.0005
H -4.862 -2.429 -2.432 0.0002
H -2.596 1.466 2.307 0.0000
H -1.538 2.415 0.226 0.0002
H -0.139 2.948 -4.845 0.0000
```

Maximum force, hartree/bohr: 0.1390
E_tot, eV: -301276.567
2S+1: 3
HOMO-LUMO gap (alpha / beta), eV: 7.74 / 8.75
E_HOMO (alpha / beta), eV: -10.325 / -10.387
Expectation value of S²: 2.02
LUMO (alpha / beta), eV: -2.6 / -1.6